The following is a DFT calculation (wB97M-V/def2-TZVPD) of a structure of composition C40H44ClMoN5O5Si at a distorted geometry.

Highest occupied orbital energy (alpha / beta) ... -6.2 / -8.2 eV
LUMO (alpha / beta) ... -0.46 / -0.66 eV
Energy ... -3018.493613 Ha
2S+1 ... 3

CARTESIAN COORDINATES (ANGSTROEM)
H: 0.88 -6.33 0.06
H: 2.01 -5.16 -0.48
H: 2.20 0.39 -0.66
H: -4.87 -4.02 4.62
H: -0.14 3.53 -0.63
C: -0.40 -4.78 3.23
H: 0.84 8.67 0.11
C: -0.05 5.43 0.17
H: -3.09 -1.23 1.88
C: -2.78 4.25 -4.81
C: 1.20 0.50 -1.07
C: -0.06 -3.50 -2.74
H: 3.02 -6.69 3.50
H: 5.40 0.80 3.36
C: 0.88 -6.83 3.53
H: -3.35 3.30 -4.63
H: 0.90 -3.00 -2.75
C: -2.80 -4.40 4.08
C: 0.06 6.71 -0.31
H: -1.61 5.56 -2.33
C: 0.66 7.67 0.46
H: -2.35 2.14 -2.47
C: 0.58 5.08 1.36
C: -1.96 -5.23 -1.14
C: -3.06 -2.20 2.39
H: 0.23 5.77 -4.65
H: -0.13 -4.14 -3.63
C: -0.85 0.09 -1.60
C: -1.45 4.56 -1.93
C: 4.52 0.32 2.95
C: -1.73 -4.11 3.22
N: 1.05 -2.69 3.00
H: 0.42 3.16 -5.50
H: 2.03 -2.56 3.21
H: 2.97 -4.34 2.62
C: 1.13 -5.75 -0.79
N: 0.79 1.51 -1.79
C: 1.26 6.06 2.09
O: 0.50 3.67 -3.17
C: 4.61 -0.64 1.98
H: -2.12 -5.98 -1.94
O: 2.21 -2.72 0.06
H: 1.43 -6.43 -1.69
H: -2.73 -5.23 4.77
H: -1.17 5.79 -5.84
H: -2.96 4.45 -5.89
H: 0.90 2.98 -2.57
N: -0.55 1.27 -2.09
H: -1.40 1.70 -3.95
H: -5.06 -2.01 3.21
C: 1.39 7.38 1.60
C: 0.70 0.68 2.81
C: 2.06 -4.84 2.94
C: 2.07 -6.15 3.38
H: 0.69 4.04 1.61
N: 0.18 -0.35 -0.84
C: -0.85 5.63 -4.79
C: -4.01 -3.68 4.06
Cl: 2.45 8.57 2.26
H: -0.84 -2.75 -2.76
H: -1.23 -6.80 3.45
H: -0.86 3.80 -6.58
C: -0.90 3.66 -3.06
H: 1.93 5.77 2.89
C: -1.38 2.13 -2.93
C: 3.22 0.76 3.30
C: -0.69 3.35 -5.60
H: -1.79 -0.30 -1.72
H: 0.81 -7.95 3.65
H: -2.55 4.28 -1.85
C: 2.10 0.26 2.63
H: -1.09 2.35 -5.74
H: -2.75 -4.48 -1.24
C: -0.37 -3.35 0.27
N: 2.26 -0.70 1.65
H: 5.61 -1.01 1.61
H: 3.15 1.60 4.05
C: -0.34 -6.18 3.42
Si: -0.22 -4.53 -1.17
O: 0.61 1.65 3.55
C: 0.86 -4.11 3.04
H: -1.67 3.90 0.14
H: -2.26 -5.74 -0.21
C: -1.02 -2.77 1.30
H: -3.28 5.12 -4.25
O: -0.23 -0.02 2.27
C: -4.12 -2.57 3.24
H: 0.47 -2.24 3.70
C: -1.96 -3.01 2.30
H: -0.30 7.00 -1.33
C: -0.90 4.32 -0.53
Mo: 0.45 -1.67 0.85
O: 4.37 -3.24 0.51
C: 3.49 -1.28 1.45
C: -1.29 4.18 -4.52
C: 3.39 -2.49 0.63
H: -1.38 6.38 -4.21